This record from the OMol25 dataset describes CH9N5P4 as an isolated structure in a non-equilibrium geometry. The level of theory is ωB97M-V/def2-TZVPD.

XYZ file:
```
19
Properties=species:S:1:pos:R:3:nbo_charge:R:1
C -2.72914 0.56952 -0.18413 -0.8486
N 3.54602 1.41232 -0.04790 -1.3857
N 4.41472 -1.05732 0.38192 -1.2519
N 1.34562 0.29630 -0.87549 -1.2682
N 2.24745 -2.10171 -0.36865 -1.3334
N 0.44080 -0.56165 1.29733 -1.3373
P 3.52761 0.21506 1.15365 0.8509
P 2.17370 1.77212 -0.77531 1.5238
P 3.79039 -2.41147 -0.33096 1.3354
P 1.68230 -0.77213 0.42370 1.7459
H -1.71314 0.85199 -0.03295 0.2128
H -2.73907 -0.31173 -0.78093 0.2124
H -3.39315 0.33086 0.70458 0.2169
H 5.35488 -0.93901 0.38258 0.4014
H 0.35906 0.26797 -0.96947 0.4268
H -3.27984 1.37400 -0.51506 0.2053
H 0.30647 -0.98160 2.19269 0.3912
H 1.23334 2.72228 -0.12507 -0.0598
H 2.33924 2.25051 -2.08398 -0.0379
```

Calculated values
Maximum force, eV/A: 3.6
Multiplicity: 1
Energy relative to the best compared isomer or geometry (same formula, charge and spin), eV: 0.1112
E_HOMO, eV: -8.271
LUMO level, eV: -0.3023

This record from the OMol25 dataset describes C6H3AuCl2HoNO3S as an isolated structure in a non-equilibrium geometry. The level of theory is ωB97M-V/def2-TZVPD.

XYZ file:
```
18
Properties=species:S:1:pos:R:3:nbo_charge:R:1
Ho -0.93797 -0.28746 -2.69767 1.7672
Au 0.21352 -0.06605 -0.00932 0.8296
Cl -1.28882 -2.15937 -1.10730 -0.3834
Cl -1.38928 1.92503 -1.71735 -0.2546
C 1.18131 1.48218 0.61904 0.4686
C -0.00467 -2.22363 -4.08923 0.4013
C 0.10829 0.86798 -4.60900 0.3889
O 1.58605 2.41423 1.17477 -0.1769
O 0.32562 -3.14605 -4.71765 -0.2153
O 0.48427 1.49588 -5.49648 -0.1891
S -2.93267 -1.44853 3.17103 1.0187
C -1.38663 -2.20626 3.41355 -0.2339
C -0.50150 -1.74229 2.48911 0.0676
N -1.01789 -0.77659 1.64640 -0.3940
C -2.32338 -0.55463 1.85404 -0.0741
H -1.15164 -2.92722 4.18885 0.3602
H 0.53143 -2.06613 2.33735 0.3043
H -2.92453 0.07582 1.20887 0.3150
```

Calculated values
Maximum force, eV/A: 7.7
Expectation value of S²: 12.023
Multiplicity: 7
Energy relative to the best compared isomer or geometry (same formula, charge and spin), eV: 1.5160
E_HOMO (spin up / spin down), eV: -25.681 / -24.070
LUMO level (spin up / spin down), eV: -16.5123 / -21.2356
Net charge: +4

This record from the OMol25 dataset describes a 3-piece molecular cluster, H5O3 overall. The level of theory is ωB97M-V/def2-TZVPD.

XYZ file:
```
8
Properties=species:S:1:pos:R:3:nbo_charge:R:1
O 0.78072 0.18877 -0.33549 -1.2190
H 1.64939 -0.19302 -0.22728 0.4259
O -0.72934 -1.28481 -1.77384 -1.0334
H -1.55817 -0.91112 -1.45622 0.4335
H -0.11467 -0.63198 -1.28341 0.5112
O 0.12069 1.28796 1.86709 -1.0649
H -0.53587 0.69368 2.28071 0.4324
H 0.38724 0.85052 0.92843 0.5142
```

Calculated values
Maximum force, eV/A: 0.9
Multiplicity: 1
Energy relative to the best compared isomer or geometry (same formula, charge and spin), eV: 0.0593
E_HOMO, eV: -4.241
LUMO level, eV: 4.9572
Net charge: -1

This record from the OMol25 dataset describes a 2-piece molecular cluster, C10H24Cl4IN3O2P2 overall in a non-equilibrium geometry. The level of theory is ωB97M-V/def2-TZVPD.

XYZ file:
```
46
Properties=species:S:1:pos:R:3:nbo_charge:R:1
C 0.59917 -2.31936 3.89602 -0.6214
C 0.63080 -1.14589 2.88935 -0.2193
N -0.09458 -1.50057 1.65834 -0.6438
C -0.68685 -0.40911 0.90911 0.2681
O 0.14043 0.71692 0.79559 -0.5683
C -0.47626 1.98599 1.04551 0.1132
C -0.66731 2.27411 2.53862 -0.6400
C 0.34042 3.08495 0.35280 -0.4197
C 1.84643 2.81202 0.25805 -0.4286
C 2.25491 1.75442 -0.80219 -0.5121
I 3.63265 2.55240 -2.22458 0.0481
C -1.04777 -0.94202 -0.49805 -0.4082
N -1.80168 -2.22362 -0.32519 -0.9342
P -2.73008 -2.82214 -1.62396 1.5274
N -2.01814 -3.01883 -2.99578 -1.3140
P -1.87450 0.36376 -1.49920 1.4955
O -1.15422 1.66102 -1.60626 -1.0890
H 1.52282 -2.90689 3.88093 0.2065
H -0.23451 -2.99263 3.66180 0.2181
H 0.45245 -1.96055 4.92120 0.2102
H 0.16547 -0.28021 3.35249 0.1967
H 1.67395 -0.91614 2.64041 0.1854
H 0.51245 -2.04286 1.05414 0.3622
H -1.64226 -0.13596 1.39810 0.1533
H -1.47648 1.98012 0.57489 0.1781
H -1.26878 1.48889 3.01253 0.2005
H 0.30977 2.30604 3.04072 0.2100
H -1.17899 3.23382 2.67082 0.2203
H 0.21215 4.00171 0.94518 0.2042
H -0.05718 3.29625 -0.65001 0.2481
H 2.31955 3.76258 -0.01239 0.2192
H 2.26058 2.53623 1.23835 0.2042
H 1.36929 1.37001 -1.31888 0.2404
H 2.73218 0.90328 -0.30790 0.2180
H -0.09805 -1.20293 -0.99343 0.2309
H -2.41970 -2.08673 0.47691 0.3915
H -3.24988 -4.01035 -1.07896 -0.0814
H -3.89339 -2.01791 -1.69647 -0.1180
H -1.04376 -2.73648 -2.98503 0.3818
H -3.15679 0.43411 -0.90434 -0.0964
H -2.10974 -0.21906 -2.75622 -0.0396
C 2.27834 -0.92101 -4.58974 -0.2230
Cl 4.01892 -0.97942 -4.29195 0.0631
Cl 1.43169 -1.37596 -3.10691 0.0248
Cl 1.81330 0.70923 -5.06921 0.0760
Cl 1.86316 -2.06124 -5.87518 0.0612
```

Calculated values
Maximum force, eV/A: 1.4
SMILES: CCN[C@@H](O[C@@H](C)CCCI)[C@@H](N[PH2]=N)[PH2]=O.ClC(Cl)(Cl)Cl
Multiplicity: 1
E_HOMO, eV: -8.973
LUMO level, eV: 0.3405